The molecule C3H5N3 in a non-equilibrium geometry. Source: OMol25; level of theory: ωB97M-V with the def2-TZVPD basis set.

## Properties
- calculated total energy (eV) = -7658.0514
- HOMO-LUMO gap (eV) = 8.90
- HOMO level (eV) = -9.004
- structure (SMILES) = C/C=N\N=C=N
- energy relative to the best compared isomer or geometry (same formula, charge and spin) (kJ/mol) = 424.93

CARTESIAN COORDINATES (ANGSTROEM)
C1 0.02 -0.01 1.47
C2 0.36 0.85 0.27
N1 -0.58 1.39 -0.55
N2 -1.19 0.39 -1.16
C3 -0.23 -0.52 -1.22
N3 0.37 -1.41 -1.81
H1 -0.98 -0.44 1.41
H2 0.08 0.60 2.38
H3 0.74 -0.83 1.57
H4 1.22 1.50 0.44
H5 0.18 -1.52 -2.81